w | 63
Properties=species:S:1:pos:R:3 method="wB97M-V/def2-TZVPD" smiles="CCOc1ccc(CC(=O)C2=C(N3CCOCC3)CC(C)(C)CC2=O)cc1OCC" multiplicity=1 homo_ev=-7.6807
C 6.2684 0.3856 -2.7588
C 5.4572 0.0573 -1.5134
O 4.1017 -0.0654 -1.9104
C 3.2131 -0.7519 -1.1303
C 2.1300 -1.2955 -1.8130
C 1.1221 -1.9709 -1.1545
C 1.1905 -2.1452 0.2197
C 0.0732 -2.8298 0.9590
C -1.2642 -2.2617 0.5058
O -2.0882 -2.9896 -0.0252
C -1.3709 -0.8052 0.5359
C -2.2824 -0.1745 -0.3073
N -3.4575 -0.7369 -0.6236
C -4.2415 -1.5184 0.3099
C -5.5363 -0.7458 0.6104
O -6.2727 -0.4660 -0.5571
C -5.5102 0.2914 -1.4635
C -4.2130 -0.4462 -1.8220
C -1.9463 1.1687 -0.8928
C -1.3312 2.0934 0.1683
C -0.9109 3.4102 -0.4864
C -2.3536 2.3761 1.2715
C -0.1119 1.3856 0.7533
C -0.4214 0.0047 1.2964
O 0.0821 -0.3638 2.3426
C 2.2772 -1.6240 0.9062
C 3.2781 -0.9043 0.2672
O 4.3342 -0.3233 0.9228
C 4.3446 -0.2697 2.3358
C 3.3355 0.7214 2.9082
H 5.9048 1.3074 -3.2047
H 7.3157 0.5046 -2.4958
H 6.1717 -0.4130 -3.4895
H 5.8066 -0.8811 -1.0686
H 5.5650 0.8551 -0.7696
H 2.0981 -1.1569 -2.8827
H 0.2843 -2.3670 -1.7087
H 0.1886 -2.6864 2.0326
H 0.0611 -3.9001 0.7375
H -3.6880 -1.6626 1.2350
H -4.4731 -2.4953 -0.1202
H -6.1901 -1.3425 1.2475
H -5.2859 0.1947 1.1273
H -6.1330 0.4337 -2.3481
H -5.2725 1.2742 -1.0248
H -3.6193 0.1239 -2.5339
H -4.4784 -1.4061 -2.2801
H -1.2197 1.0311 -1.6998
H -2.8324 1.6520 -1.3056
H -0.4574 4.0689 0.2502
H -1.7721 3.9193 -0.9145
H -0.1864 3.2334 -1.2781
H -1.9279 3.0434 2.0169
H -3.2428 2.8501 0.8593
H -2.6476 1.4555 1.7712
H 0.6432 1.2413 -0.0266
H 0.3377 1.9796 1.5514
H 2.3102 -1.7583 1.9744
H 4.1997 -1.2683 2.7657
H 5.3622 0.0576 2.5720
H 3.4872 0.8105 3.9806
H 3.4809 1.6971 2.4496
H 2.3138 0.3979 2.7255

x | 63
Properties=species:S:1:pos:R:3 method="wB97M-V/def2-TZVPD" multiplicity=1 homo_ev=-7.9876
C -3.3391 -1.4435 -5.3623
H -4.0931 -2.2393 -5.1919
O -2.2249 -1.3677 -4.7295
C -2.2515 -1.1605 -3.2236
C -1.0846 -1.0755 -2.5027
C -0.7571 -1.0542 -1.1528
C -1.8410 -0.9251 -0.2973
C -3.1471 -0.6193 -1.0540
C -3.2830 -0.8411 -2.4202
O -4.6390 -0.8829 -2.9661
C -5.3182 -1.8709 -2.7001
H -5.6063 -1.6829 -1.5379
H -5.2405 -2.7950 -2.6712
H -6.3454 -1.7526 -3.2348
O -4.3245 -0.3826 -0.3227
C -4.1140 -0.3296 1.1237
H -3.8691 -1.1444 1.7137
H -3.5590 0.5957 1.2992
H -5.2372 -0.0042 1.2308
H -1.6680 -0.7309 0.5815
C 0.6125 -0.9800 -0.6088
N 1.8109 -0.6143 -1.4847
C 3.0620 -0.8552 -1.1632
C 3.5187 -0.2253 0.2173
H 4.4506 -0.1133 0.3198
H 2.6801 -0.4345 0.9320
C 3.1486 1.4300 0.2116
C 1.9258 1.8104 -0.6415
C 1.5474 0.8352 -1.6137
H 0.4075 1.0426 -1.9460
H 2.1393 1.2414 -2.6639
H 1.8054 2.9593 -0.7432
H 1.1439 1.5963 0.2582
C 3.4232 2.1766 1.5361
C 2.8457 1.5261 2.7352
H 3.1793 2.1282 3.3473
O 1.3949 1.5926 2.4506
C 0.7843 0.5619 3.4437
C 1.2259 0.2541 4.5889
C 0.4936 -0.4069 5.4611
C -1.1097 -0.6127 5.2386
C -1.3159 -0.0579 4.0781
C -0.6079 0.7393 3.2457
H -1.0591 1.1700 2.3817
H -2.4873 0.1861 3.8098
H -1.8815 -0.9514 5.8564
H 0.5741 -0.8559 6.4483
H 2.0539 0.2274 4.9084
H 3.2898 0.6310 2.7483
H 3.2568 3.1709 1.3551
H 4.5571 2.2604 1.5440
C 4.3309 2.0595 -0.9447
O 5.5271 1.8275 -0.6409
H 5.7597 0.7132 -0.4736
H 4.1401 2.9526 -0.9260
H 4.2673 1.4221 -1.9860
H 3.0222 -1.8240 -0.8717
H 3.7170 -0.5719 -1.8623
H 0.5970 -0.6303 0.2720
H 0.8213 -2.4557 -0.5282
H -0.1769 -1.3113 -3.2317
H -2.9953 -1.5339 -6.3846
H -3.9377 -0.3738 -5.2553

Which of them is least stable? Easy: x.

w | 16
Properties=species:S:1:pos:R:3 method="wB97M-V/def2-TZVPD" smiles="O=c1cc[nH]c(=O)[nH]1.C#C" multiplicity=1 homo_ev=-9.5775
O 1.8120 0.9564 1.0541
C 1.1447 0.0758 0.6025
C 1.5515 -1.2399 0.4947
C 0.8579 -2.2140 -0.1250
N -0.3587 -1.9146 -0.6238
C -0.8699 -0.6677 -0.7818
O -1.8723 -0.4422 -1.4983
N -0.1219 0.2617 -0.0488
H 2.4159 -1.5892 1.0783
H 1.1964 -3.2141 0.0242
H -0.6823 -2.6483 -1.4718
H -0.4705 1.2313 -0.1593
C -1.6438 2.8039 0.6098
C -0.4576 2.6328 0.4884
H -2.6574 3.0409 0.7248
H 0.5475 2.2901 0.3340

x | 16
Properties=species:S:1:pos:R:3 method="wB97M-V/def2-TZVPD" smiles="Nc1ncccc1C(=O)O" multiplicity=1 homo_ev=-8.3206
N -0.2918 -1.6514 1.3684
C -0.0540 -0.4167 1.1019
N -0.3060 0.6238 2.0559
C -0.2009 1.8303 1.8178
C 0.1892 2.2831 0.5870
C 0.6070 1.3359 -0.4466
C 0.1939 -0.0288 -0.2641
C 0.0123 -0.9817 -1.3735
O -0.0585 -2.1404 -1.6252
O 0.0082 -0.3028 -2.5810
H -0.2077 -2.4411 0.6670
H -0.4890 -1.9438 2.3168
H -0.2670 2.5698 2.5980
H 0.3645 3.4030 0.4188
H 0.9315 1.7096 -1.4348
H -0.2301 -0.6918 -3.4215

Which of them is least stable? Easy: w.

w | 16
Properties=species:S:1:pos:R:3 method="wB97M-V/def2-TZVPD" smiles="C=Cc1cc(=O)[nH]c(O)n1" multiplicity=1 homo_ev=-8.9669
C -3.3707 0.0014 0.2092
C -2.3295 -0.7260 -0.1734
C -0.9411 -0.2727 -0.1112
C -0.6253 1.0409 -0.1096
C 0.7728 1.4102 -0.0061
O 1.2244 2.5501 -0.0159
N 1.6482 0.3255 0.0583
C 1.2088 -0.9430 0.0162
O 2.2043 -1.8858 0.0630
N -0.0337 -1.2959 -0.0114
H -3.3155 1.0848 0.4758
H -4.3497 -0.4647 0.1915
H -2.3736 -1.8108 -0.3835
H -1.3576 1.8450 -0.1034
H 2.6312 0.5100 0.1370
H 1.7438 -2.7505 0.0267

x | 16
Properties=species:S:1:pos:R:3 method="wB97M-V/def2-TZVPD" multiplicity=1 homo_ev=-8.8633
C -2.2075 -0.0585 -0.0264
C -1.4565 1.3242 -0.0082
C -0.1182 1.5806 -0.1592
C 0.9766 0.5052 -0.1924
C 2.9851 -0.1165 0.4059
C 2.2628 -1.2713 0.1257
H -1.8260 -2.1622 0.2399
H -2.2084 2.1706 -0.1675
H 0.1860 2.6864 -0.2593
H 4.0349 -0.1566 0.6221
H 2.7077 -2.2648 0.1198
H -0.0874 -1.3071 -0.6635
N 2.1528 1.0913 0.0912
N 0.8694 -0.8404 -0.3847
O -1.3694 -1.1536 -0.3430
O -3.4576 -0.4097 0.5044

Which of them is least stable? Easy: x.

w | 16
Properties=species:S:1:pos:R:3 method="wB97M-V/def2-TZVPD" smiles="O=c1cc[nH]c(=O)[nH]1.C#C" multiplicity=1 homo_ev=-9.7145
O -0.6079 1.6861 -2.8360
C -0.4222 0.8554 -1.9439
C -0.1499 -0.6328 -2.2124
C -0.3614 -1.4905 -1.1632
N -0.6332 -0.9853 0.0948
C -0.7027 0.3442 0.4561
O -0.8909 0.7182 1.6059
N -0.5027 1.2902 -0.6327
H -0.1751 -0.9241 -3.2928
H -0.1841 -2.5276 -1.1954
H -1.0365 -1.5861 0.8448
H -0.8893 2.2898 -0.4867
C 1.8951 0.5971 3.0448
C 1.2680 -0.0226 2.2610
H 2.8550 0.9077 3.7405
H 0.5379 -0.5198 1.7151

x | 16
Properties=species:S:1:pos:R:3 method="wB97M-V/def2-TZVPD" smiles="C=C1NC=N[C@H]1OC=C=O" multiplicity=1 homo_ev=-8.4406
C 1.2047 -0.7128 -1.0469
C 0.5712 -0.0247 -0.1088
N 0.4774 1.3458 -0.0515
C -0.3347 1.6881 1.0318
N -0.7482 0.7457 1.7911
C -0.3006 -0.4698 1.1387
O -1.2868 -1.4027 0.9092
C -2.3148 -1.0267 0.0929
C -2.5263 0.1162 -0.4731
O -2.6660 1.1292 -1.0569
H 0.9950 -1.7508 -0.9773
H 1.5851 -0.2085 -1.9261
H 1.1040 1.9067 -0.6959
H -0.2720 2.7005 1.2298
H 0.4594 -0.8120 1.9144
H -3.1066 -1.6421 0.1104

Which of them is least stable? Easy: x.

w | 24
Properties=species:S:1:pos:R:3 method="wB97M-V/def2-TZVPD" smiles=C[C@H](CCO)[C@@](C)(N)O multiplicity=1 homo_ev=-9.6779
C 1.5337 -0.7694 -0.3341
C 0.3904 0.2400 -0.1912
C -0.0788 0.3754 1.2495
C 0.9271 1.1344 2.2416
O 2.0848 1.6720 1.6347
C -0.8845 -0.1363 -1.1495
C -1.6926 -1.3497 -0.6876
N -1.7744 0.9991 -1.2429
O -0.4275 -0.3572 -2.4694
H 1.2741 -1.7390 0.1003
H 1.8028 -0.9212 -1.3841
H 2.4460 -0.4113 0.1504
H 0.7648 1.2054 -0.5557
H -1.0230 0.9276 1.3034
H -0.2840 -0.6077 1.6899
H 1.2208 0.4542 3.0483
H 0.3908 1.9662 2.7095
H 2.7941 1.0149 1.7252
H -2.2004 -1.1700 0.2654
H -2.4609 -1.6156 -1.4256
H -1.0542 -2.2321 -0.5781
H -2.4482 0.8001 -1.9817
H -1.2295 1.7802 -1.6057
H -0.0714 -1.2601 -2.5125

x | 24
Properties=species:S:1:pos:R:3 method="wB97M-V/def2-TZVPD" smiles="CCC(=O)N(C)CC.O" multiplicity=1 homo_ev=-9.1470
C -1.8205 -0.8940 2.4533
C -0.4735 -0.6497 1.7148
C -0.2262 -1.5834 0.5691
O -0.9481 -2.6066 0.3929
N 0.7026 -1.2398 -0.3409
C 0.9807 -2.0125 -1.5456
C 1.5585 -0.0309 -0.2706
C 1.0265 1.1477 -1.2057
H -2.6839 -0.4931 1.8960
H -1.8068 -0.4372 3.4571
H -1.9489 -1.9839 2.5645
H 0.4011 -0.7319 2.3884
H -0.4538 0.3589 1.2591
H 2.0803 -2.0987 -1.5543
H 0.6577 -1.5361 -2.4865
H 0.5487 -3.0263 -1.4983
H 1.7375 0.4549 0.7078
H 2.5312 -0.4056 -0.6434
H 0.0586 1.4731 -0.7886
H 0.8769 0.8629 -2.2608
H 1.7296 1.9967 -1.1668
O -1.3057 4.6960 -0.9453
H -2.1789 4.2580 -0.8272
H -1.0435 4.4815 -1.8691

y | 24
Properties=species:S:1:pos:R:3 method="wB97M-V/def2-TZVPD" multiplicity=1 homo_ev=-9.7578
H 2.1657 -1.8682 -1.2692
N 1.3051 -1.3532 -1.0930
C 0.5819 -1.1707 -2.1083
C 0.8668 -1.6440 -3.5091
C -0.7059 -0.3980 -1.9539
O -1.1092 -0.1845 -0.6399
H 1.8973 -1.9825 -3.6065
H 0.2023 -2.4736 -3.7509
H 0.6810 -0.8476 -4.2275
H -0.5721 0.5604 -2.4900
H -1.5137 -0.9416 -2.4567
H -0.3301 0.1169 -0.1255
C -1.1165 0.0810 2.6351
C 0.1216 0.9351 2.4136
C -0.2077 2.3916 2.1689
O 0.8513 0.5409 1.1974
H -1.6535 0.4368 3.5114
H -1.7833 0.1547 1.7799
H -0.8469 -0.9617 2.7883
H 0.8168 0.8320 3.2611
H 0.7344 2.7851 1.7348
H -0.4981 2.8904 3.0866
H -0.9766 2.4951 1.4093
H 1.0896 -0.3943 1.2441

z | 24
Properties=species:S:1:pos:R:3 method="wB97M-V/def2-TZVPD" smiles=CC(C)CC(O)(O)CN multiplicity=1 homo_ev=-9.8064
C -0.7961 1.4630 1.0523
C 0.3511 1.3694 -0.0544
C 1.2883 2.5661 0.0961
C 1.1226 0.0469 0.0010
C 0.2824 -1.2493 0.0266
O 1.0990 -2.3335 -0.3804
O -0.1360 -1.5549 1.3387
C -0.9923 -1.1707 -0.9538
N -1.7949 -2.3962 -0.7910
H -1.5404 0.6651 1.0929
H -1.3493 2.3961 0.9049
H -0.3119 1.5031 2.0333
H -0.1379 1.4548 -1.0309
H 2.1018 2.5269 -0.6365
H 0.7431 3.5031 -0.0648
H 1.7333 2.6030 1.0963
H 1.7733 0.0381 0.8865
H 1.7894 0.0003 -0.8699
H 1.7790 -2.4111 0.3107
H -1.0063 -1.9848 1.2156
H -0.6043 -1.0963 -1.9747
H -1.6768 -0.3336 -0.8038
H -2.5299 -2.4127 -1.4963
H -1.1872 -3.1927 -0.9983

Which of them is least stable? Easy: y.

w | 53
Properties=species:S:1:pos:R:3 method="wB97M-V/def2-TZVPD" smiles="COc1cccc(CN2C[C@@H](C(=O)N3CCCCCC3)CCC2=O)c1" multiplicity=1 homo_ev=-8.3768
C 0.7393 -4.0475 5.1364
O -0.1629 -3.0358 5.5167
C -0.9219 -2.4505 4.5495
C -1.8091 -1.4622 4.9818
C -2.6189 -0.8137 4.0744
C -2.5610 -1.1324 2.7261
C -1.6868 -2.1143 2.2893
C -1.5541 -2.4569 0.8280
N -0.3716 -1.8307 0.2509
C -0.4836 -0.4047 0.0328
C 0.6383 0.1509 -0.8379
C 0.5906 1.6776 -0.8049
O 0.1525 2.2695 0.1649
N 1.1089 2.3373 -1.8659
C 1.5622 1.7392 -3.1003
C 0.4300 1.4266 -4.0973
C -0.7771 2.3563 -3.9633
C -0.4238 3.8465 -3.9215
C -0.1889 4.3562 -2.4996
C 1.0695 3.7886 -1.8433
C 1.9630 -0.3374 -0.2498
C 2.0053 -1.8528 -0.3588
C 0.7690 -2.5489 0.1871
O 0.8125 -3.7278 0.4970
C -0.8669 -2.7712 3.1999
H 1.2339 -4.3612 6.0544
H 1.4878 -3.6758 4.4298
H 0.2199 -4.9029 4.6935
H -1.8412 -1.2247 6.0333
H -3.3007 -0.0497 4.4173
H -3.1973 -0.6193 2.0204
H -2.4318 -2.1215 0.2685
H -1.4307 -3.5355 0.7040
H -1.4508 -0.2126 -0.4465
H -0.4821 0.1273 0.9933
H 0.5235 -0.2269 -1.8548
H 2.2504 2.4540 -3.5579
H 2.1359 0.8332 -2.8945
H 0.0823 0.3998 -3.9654
H 0.8387 1.5017 -5.1067
H -1.4371 2.1620 -4.8113
H -1.3312 2.1020 -3.0571
H 0.4543 4.0400 -4.5408
H -1.2534 4.4154 -4.3465
H -1.0499 4.0968 -1.8808
H -0.1018 5.4443 -2.5119
H 1.0972 4.0981 -0.7962
H 1.9633 4.1649 -2.3487
H 2.8154 0.1022 -0.7730
H 2.0185 -0.0291 0.7961
H 2.0983 -2.1544 -1.4070
H 2.8670 -2.2644 0.1695
H -0.1931 -3.5257 2.8266

x | 53
Properties=species:S:1:pos:R:3 method="wB97M-V/def2-TZVPD" smiles="CCOc1ccc(N2C[C@@H](C(=O)NC3CCCCCC3)CC2=O)cc1" multiplicity=1 homo_ev=-7.7729
C -7.7139 -1.5402 -0.0979
C -7.1984 -0.9551 1.2143
O -6.5441 0.2844 1.0397
C -5.2811 0.3171 0.5274
C -4.7581 1.5902 0.3003
C -3.4852 1.7568 -0.2003
C -2.6880 0.6495 -0.4900
N -1.3903 0.8258 -0.9955
C -0.6984 2.0924 -0.8425
C 0.7719 1.7574 -1.1084
C 1.4897 1.4505 0.2173
O 0.9689 1.6128 1.2999
N 2.7601 1.0365 0.0619
C 3.6041 0.6791 1.1902
C 3.3813 -0.7876 1.5980
C 3.3479 -1.7892 0.4439
C 4.7077 -2.1289 -0.1587
C 5.4996 -0.9267 -0.6675
C 6.0121 -0.0339 0.4634
C 5.0597 1.0791 0.9023
C 0.6803 0.5389 -2.0239
C -0.6571 -0.1007 -1.6615
O -0.9816 -1.2292 -1.9554
C -3.2067 -0.6195 -0.2581
C -4.4858 -0.7864 0.2400
H -8.2542 -2.4622 0.0988
H -6.8928 -1.7494 -0.7791
H -8.3849 -0.8321 -0.5777
H -6.5451 -1.6697 1.7302
H -8.0409 -0.7246 1.8728
H -5.3754 2.4449 0.5272
H -3.1212 2.7575 -0.3682
H -0.8262 2.4686 0.1763
H -1.0739 2.8296 -1.5618
H 1.2952 2.5938 -1.5796
H 3.1360 0.8982 -0.8620
H 3.2357 1.2971 2.0183
H 4.1418 -1.0737 2.3248
H 2.4114 -0.8290 2.0982
H 2.6809 -1.4175 -0.3361
H 2.9060 -2.7164 0.8162
H 5.3107 -2.6491 0.5896
H 4.5482 -2.8237 -0.9873
H 4.8971 -0.3448 -1.3682
H 6.3590 -1.3068 -1.2255
H 6.9403 0.4486 0.1471
H 6.2591 -0.6635 1.3196
H 5.4783 1.5304 1.8039
H 5.0458 1.8593 0.1368
H 1.4814 -0.1890 -1.9047
H 0.6427 0.8297 -3.0766
H -2.6093 -1.4879 -0.4774
H -4.8400 -1.7915 0.4055

Which of them is least stable? Easy: w.

w | 12
Properties=species:S:1:pos:R:3 method="wB97M-V/def2-TZVPD" smiles="S/N=c1/nccn[nH]1" multiplicity=1 homo_ev=-8.2369
S -2.5244 -0.2862 0.0195
N -1.2970 0.9057 -0.0191
C -0.0978 0.4574 -0.0227
N 0.9805 1.3622 -0.0051
C 2.1746 0.8948 0.0240
C 2.4812 -0.5173 -0.0208
N 1.5260 -1.3958 0.0144
N 0.2928 -0.8980 -0.0219
H -3.5282 0.6067 -0.0447
H 2.9697 1.6365 0.0764
H 3.5122 -0.8694 0.0345
H -0.4274 -1.6216 -0.0388

x | 12
Properties=species:S:1:pos:R:3 method="wB97M-V/def2-TZVPD" multiplicity=1 homo_ev=-7.8488
S 2.9351 0.2858 -0.0104
N 1.7433 -0.9625 -0.1945
C 0.5635 -0.4336 -0.1029
N 0.4219 0.9765 0.0477
C -0.8056 1.3270 -0.0911
C -1.9275 0.4703 -0.0784
N -1.7780 -0.8169 0.0060
N -0.5379 -1.2143 0.0077
H 3.8297 -0.6359 0.1085
H -1.0311 2.4201 0.1274
H -2.9712 0.8554 -0.1935
H -0.4422 -2.2719 0.3737

Which of them is least stable? Easy: x.

w | 14
Properties=species:S:1:pos:R:3 method="wB97M-V/def2-TZVPD" multiplicity=1 homo_ev=-9.5513
H -1.9461 -0.4274 -0.9506
N -2.8749 -0.4817 -0.4817
P -3.4184 0.6492 0.4287
H -2.5950 1.8513 0.4369
C -0.0090 0.4488 0.7320
C 0.4420 0.1477 -0.5172
C 1.6806 -0.6280 -0.5784
O 2.5300 -0.2523 0.5745
H 0.5623 -0.0166 1.5826
H -0.7688 1.1601 0.8730
H -0.0332 0.4199 -1.4116
H 2.3922 -0.2995 -1.4370
H 1.6791 -1.7542 -0.5417
H 2.3592 -0.8173 1.2905

x | 14
Properties=species:S:1:pos:R:3 method="wB97M-V/def2-TZVPD" multiplicity=1 homo_ev="-7.5380 / -6.6587"
C -1.6038 -0.8940 -0.8463
C -0.3693 -0.8670 -1.5730
C 2.0523 1.2902 -1.5366
N -0.4896 -0.0410 -0.3583
O 1.1032 1.9060 -0.8639
P -0.3273 1.6294 -0.3139
H -2.5828 -0.2512 -1.0909
H -1.7868 -1.6371 -0.0453
H 0.2819 -1.8256 -1.6678
H -0.2900 -0.3672 -2.5292
H 2.0217 0.2685 -1.6678
H -3.7461 1.4892 0.5219
H 2.8750 1.9820 -1.5939
H -3.6572 2.1544 0.5505

Which of them is least stable? Easy: x.

w | 9
Properties=species:S:1:pos:R:3 method="wB97M-V/def2-TZVPD" multiplicity=1 total_charge=-1 homo_ev=-4.1652
C 1.3056 1.0435 0.3734
C 0.8387 -0.1779 0.2892
O -1.7123 0.1614 -1.6305
O -1.4733 -2.1691 -0.6399
P -1.3611 -0.7023 -0.4845
H 2.3118 1.2696 0.7364
H 0.7186 1.9005 0.0815
H 1.4039 -1.0561 0.5771
H -2.0318 -0.2697 0.6973

x | 9
Properties=species:S:1:pos:R:3 method="wB97M-V/def2-TZVPD" smiles="C=C[P@@H](=O)[O-]" multiplicity=1 total_charge=-1 homo_ev=-4.5023
C -1.3679 0.3286 -0.5893
C -0.5484 -0.3663 0.0813
P 1.2441 -0.0934 0.2650
O 1.9957 -1.4056 0.0933
O 1.7139 1.1310 -0.4423
H -2.4043 0.0933 -0.5697
H -0.9227 1.2120 -1.0888
H -0.6929 -1.3116 0.5995
H 0.9826 0.4120 1.6511

Which of them is least stable? Easy: w.